DFT (the ωB97M-V functional and the def2-TZVPD basis) results for a structure of composition C31H42AsFeN6OSSe.

Geometry as XYZ:
```
84
Properties=species:S:1:pos:R:3:lowdin_charge:R:1
Fe -0.221 0.054 -0.086 0.14
N -0.182 -3.541 2.089 0.12
C -0.299 -2.295 1.623 -0.75
S -0.515 -2.104 -0.115 0.75
N -0.268 -1.291 2.458 0.05
N -0.397 -0.089 1.809 -0.10
C -0.780 0.946 2.492 -0.14
C -1.219 0.957 3.897 -0.17
C -2.384 1.665 4.209 -0.04
C -2.853 1.706 5.511 -0.05
C -2.151 1.060 6.518 -0.05
C -0.996 0.352 6.216 -0.05
C -0.537 0.284 4.912 -0.04
C -0.794 2.176 1.675 -0.18
C -0.895 3.466 2.175 0.02
C -0.905 4.527 1.283 -0.01
C -0.818 4.275 -0.077 -0.01
C -0.683 2.967 -0.504 -0.09
N -0.661 1.943 0.351 0.03
H -0.260 -4.332 1.475 0.10
H -0.165 -3.694 3.084 0.12
H -2.947 2.163 3.430 0.12
H -3.766 2.240 5.737 0.12
H -2.509 1.101 7.538 0.12
H -0.458 -0.164 6.999 0.12
H 0.337 -0.306 4.681 0.10
H -0.959 3.629 3.240 0.13
H -0.985 5.541 1.650 0.13
H -0.840 5.078 -0.800 0.12
H -0.584 2.704 -1.549 0.11
C -2.146 0.914 -4.301 -0.18
As -1.798 -0.366 -2.929 1.04
C -3.402 -0.703 -1.942 -0.19
C -1.134 -1.983 -3.696 -0.18
O -0.609 0.339 -1.932 -0.60
H -2.666 0.431 -5.127 0.06
H -1.195 1.313 -4.650 0.05
H -2.762 1.717 -3.900 0.05
H -4.234 -0.844 -2.631 0.06
H -3.599 0.158 -1.304 0.05
H -3.268 -1.594 -1.332 0.03
H -1.885 -2.408 -4.362 0.06
H -0.909 -2.687 -2.897 0.01
H -0.228 -1.758 -4.255 0.06
C 4.713 -1.055 2.679 -0.10
C 4.935 0.412 3.031 -0.24
C 3.837 0.995 3.917 -0.16
C 2.470 1.082 3.245 -0.14
N 2.472 2.027 2.122 0.02
C 2.438 1.751 0.810 -0.54
Se 2.154 0.063 0.009 0.96
N 2.575 2.891 0.113 0.00
C 2.675 3.009 -1.346 -0.14
C 4.015 2.565 -1.920 -0.18
C 5.237 3.343 -1.427 -0.23
C 5.748 2.923 -0.050 -0.09
C 2.650 3.952 1.005 -0.17
C 2.769 5.326 0.808 0.01
C 2.783 6.113 1.941 -0.05
C 2.690 5.559 3.228 -0.04
C 2.595 4.197 3.426 0.01
C 2.585 3.402 2.282 -0.15
H 5.596 -1.482 2.205 0.08
H 3.876 -1.199 1.993 0.02
H 4.509 -1.641 3.578 0.08
H 5.033 1.016 2.123 0.08
H 5.885 0.518 3.557 0.12
H 4.126 1.986 4.273 0.11
H 3.715 0.371 4.806 0.13
H 1.712 1.441 3.944 0.11
H 2.143 0.119 2.855 0.09
H 2.508 4.064 -1.563 0.13
H 1.855 2.439 -1.783 0.10
H 3.918 2.677 -3.002 0.12
H 4.156 1.497 -1.736 0.09
H 5.022 4.416 -1.444 0.11
H 6.038 3.192 -2.151 0.11
H 5.134 3.299 0.770 0.06
H 6.758 3.297 0.119 0.08
H 5.791 1.834 0.029 0.07
H 2.853 5.762 -0.178 0.12
H 2.878 7.185 1.838 0.12
H 2.708 6.218 4.085 0.12
H 2.535 3.774 4.418 0.12
```

Properties
LUMO level (alpha / beta) (eV): -7.2739 / -6.0584
DFT total energy (a.u.): -7908.9531
Energy above the lowest of the compared OMol25 structures with the same formula, charge and spin (kJ/mol): 0.0
Total charge: +2
2S+1: 2
HOMO level (alpha / beta) (eV): -13.5 / -13.5

=====

DFT (the ωB97M-V functional and the def2-TZVPD basis) results for a structure of composition C31H42BMoN8O7.

Geometry as XYZ:
```
90
Properties=species:S:1:pos:R:3:lowdin_charge:R:1
Mo -0.161 0.005 0.346 2.09
C -0.005 -5.224 -0.764 0.04
C 0.569 -3.872 -0.660 -0.18
C 1.894 -3.507 -0.892 0.09
C 1.988 -2.139 -0.709 -0.14
N 0.755 -1.665 -0.301 -0.06
N -0.104 -2.754 -0.338 0.04
B -1.613 -2.568 -0.135 -0.51
N -1.833 -2.095 1.305 0.04
N -1.241 -0.944 1.798 0.01
C -1.629 -0.847 3.126 -0.13
C -2.451 -1.919 3.408 0.09
C -2.561 -2.694 2.257 -0.18
C -3.332 -3.938 2.126 0.04
C -1.326 0.148 4.218 -0.52
C -0.736 -0.609 5.422 -0.01
C -0.338 1.225 3.799 -0.02
C -2.657 0.811 4.621 0.00
N -2.089 -1.457 -1.089 0.05
N -1.442 -0.232 -1.153 -0.06
C -1.974 0.431 -2.241 -0.14
C -2.997 -0.335 -2.762 0.10
C -3.046 -1.522 -2.029 -0.18
C -3.968 -2.645 -2.252 0.04
C -1.523 1.727 -2.854 -0.51
C -0.216 2.257 -2.246 -0.01
C -2.659 2.753 -2.666 0.00
C -1.320 1.497 -4.365 -0.01
C 3.246 -1.372 -1.017 -0.52
C 3.056 0.148 -1.066 -0.02
C 3.755 -1.834 -2.399 -0.02
C 4.290 -1.727 0.060 0.00
H 0.782 -5.935 -1.001 0.11
H -0.763 -5.274 -1.545 0.11
H -0.469 -5.534 0.170 0.11
H 2.678 -4.178 -1.177 0.14
H -2.189 -3.566 -0.337 0.13
H -2.922 -2.122 4.347 0.14
H -3.830 -4.164 3.067 0.11
H -2.692 -4.781 1.871 0.11
H -4.092 -3.854 1.352 0.11
H 0.219 -1.063 5.167 0.10
H -1.398 -1.384 5.787 0.09
H -0.574 0.091 6.237 0.11
H 0.601 0.778 3.466 0.09
H -0.104 1.857 4.652 0.12
H -0.792 1.858 3.042 0.07
H -3.375 0.084 4.986 0.09
H -3.099 1.336 3.777 0.09
H -2.476 1.522 5.421 0.11
H -3.638 -0.095 -3.585 0.15
H -4.670 -2.376 -3.036 0.11
H -4.538 -2.881 -1.356 0.11
H -3.436 -3.545 -2.560 0.11
H -0.415 3.002 -1.477 0.08
H 0.387 2.733 -3.018 0.11
H 0.383 1.423 -1.824 0.04
H -3.018 2.759 -1.640 0.06
H -3.503 2.515 -3.305 0.10
H -2.306 3.744 -2.939 0.11
H -0.532 0.772 -4.555 0.10
H -1.047 2.439 -4.833 0.11
H -2.229 1.153 -4.849 0.09
H 2.004 0.398 -1.295 0.04
H 3.674 0.572 -1.854 0.11
H 3.365 0.607 -0.131 0.07
H 3.050 -1.560 -3.183 0.10
H 3.925 -2.904 -2.452 0.09
H 4.705 -1.348 -2.604 0.11
H 3.944 -1.437 1.051 0.09
H 5.215 -1.200 -0.155 0.11
H 4.501 -2.791 0.070 0.10
O 3.008 1.638 2.183 0.24
C 1.933 1.673 1.678 -0.45
O 1.326 0.558 1.173 -0.21
C 1.071 2.897 1.593 -0.03
C 1.543 4.078 2.170 0.13
C 0.709 5.183 2.255 -0.04
C -0.599 5.152 1.793 0.14
C -1.086 3.981 1.229 -0.02
C -0.261 2.841 1.104 -0.23
O -0.691 1.685 0.622 -0.23
N -2.508 3.864 0.878 -0.32
O -3.195 4.828 0.998 0.19
O -2.863 2.756 0.514 0.07
N 1.183 6.425 2.968 -0.35
O 2.226 6.314 3.535 0.16
O 0.447 7.361 2.899 0.16
H 2.548 4.108 2.580 0.16
H -1.228 6.033 1.906 0.16
```

Properties
LUMO level (eV): -12.5238
DFT total energy (a.u.): -2263.1006
Energy above the lowest of the compared OMol25 structures with the same formula, charge and spin (kJ/mol): 0.0
Total charge: +3
HOMO level (eV): -18.1

=====

DFT (the ωB97M-V functional and the def2-TZVPD basis) results for a structure of composition C31H42BrN3P2Sn.

Geometry as XYZ:
```
80
Properties=species:S:1:pos:R:3:lowdin_charge:R:1
C -7.376 -2.875 0.457 0.02
C -7.063 -2.789 -0.923 -0.22
C -8.088 -3.195 -1.800 0.00
C -9.197 -3.894 -1.308 -0.09
N -9.402 -4.084 0.000 0.10
C -8.528 -3.563 0.868 -0.09
C -5.768 -2.349 -1.403 -0.12
C -4.525 -2.258 -1.011 -0.23
C -3.312 -2.688 -0.392 -0.24
C -2.325 -1.782 0.090 0.02
C -1.002 -2.179 -0.014 -0.08
C -0.693 -3.456 -0.502 -0.62
C -1.678 -4.456 -0.558 -0.08
C -3.008 -4.078 -0.444 0.03
Sn -4.432 -1.195 -2.949 1.52
P -1.381 2.149 -1.408 0.92
H -8.017 -3.008 -2.868 0.12
H -6.735 -2.421 1.208 0.12
H -9.945 -4.313 -1.986 0.13
H -8.755 -3.695 1.934 0.13
H -3.825 -4.805 -0.482 0.15
H -2.595 -0.793 0.457 0.13
H -1.401 -5.497 -0.717 0.13
H -0.205 -1.497 0.286 0.08
C 0.171 3.053 -1.911 -0.42
C 0.068 4.316 -2.770 -0.15
H 0.765 2.289 -2.441 0.06
H 0.730 3.261 -0.983 0.07
H 1.049 4.809 -2.816 0.08
H -0.211 4.085 -3.808 0.07
H -0.642 5.042 -2.354 0.06
C -2.647 2.742 -2.618 -0.44
C -4.091 2.553 -2.144 -0.18
H -2.480 2.160 -3.543 0.04
H -2.444 3.793 -2.862 0.07
H -4.751 2.442 -3.014 0.07
H -4.223 1.651 -1.527 0.02
H -4.447 3.431 -1.584 0.08
C -1.842 3.120 0.108 -0.43
C -2.039 4.629 0.002 -0.14
H -1.065 2.901 0.858 0.05
H -2.766 2.647 0.470 0.06
H -2.479 4.993 0.938 0.08
H -1.094 5.166 -0.128 0.07
H -2.724 4.925 -0.802 0.06
Br 1.124 -3.905 -0.730 0.92
P -0.902 -1.744 -4.883 1.02
C -1.174 0.078 -4.587 -0.45
C -0.627 0.899 -5.761 -0.15
H -0.666 0.355 -3.647 0.04
H -2.255 0.238 -4.462 0.02
H -0.983 1.938 -5.715 0.07
H 0.472 0.926 -5.765 0.08
H -0.949 0.478 -6.725 0.07
C 0.647 -1.951 -3.873 -0.42
C 1.588 -2.963 -4.525 -0.17
H 0.378 -2.272 -2.854 0.01
H 1.130 -0.966 -3.798 0.08
H 2.504 -3.057 -3.928 0.07
H 1.120 -3.955 -4.603 0.07
H 1.860 -2.634 -5.541 0.08
C -2.036 -2.702 -3.797 -0.50
C -3.176 -3.358 -4.595 -0.21
H -2.305 -1.897 -3.060 -0.03
H -1.497 -3.461 -3.211 0.08
H -3.774 -4.018 -3.951 0.07
H -3.851 -2.633 -5.083 0.03
H -2.763 -3.977 -5.406 0.10
N 4.110 1.611 5.350 0.19
C 3.574 1.240 4.375 -0.14
C 2.867 0.796 3.186 -0.21
C 2.952 -0.528 2.766 0.01
C 2.146 -0.937 1.696 -0.13
N 1.362 -0.105 1.014 0.04
C 1.379 1.189 1.326 -0.12
C 2.096 1.689 2.422 0.01
H 3.607 -1.241 3.265 0.13
H 2.141 -1.990 1.411 0.07
H 0.788 1.872 0.699 0.07
H 2.044 2.744 2.675 0.13
```

Properties
LUMO level (alpha / beta) (eV): -9.7445 / -9.7431
DFT total energy (a.u.): -4840.9438
Energy above the lowest of the compared OMol25 structures with the same formula, charge and spin (kJ/mol): 138.5
Total charge: +2
HOMO level (alpha / beta) (eV): -13.2 / -13.2